Entry 1:
The following is a quantum chemistry calculation of a molecular structure, C42H43N5O6TeY, from the Open Molecules 2025 dataset.

## Properties
Frontier orbital gap ... 7.9 eV
Highest occupied orbital energy ... -10.74 eV
Largest force on an atom ... 0.0609 Eh/bohr
Relative energy (zero: lowest compared OMol25 entry of this formula, charge and spin) ... 66.0 kcal/mol
Lowest unoccupied orbital energy ... -2.878 eV

The geometry in ORCA input format:
```
! RIJCOSX wB97M-V def2-TZVPD def2/J DEFGRID3
* xyz 1 1
Y 1.227 -0.289 -0.034
C 4.459 -0.333 -0.791
C 4.198 0.725 0.281
N 3.188 0.286 1.274
C 3.647 -0.798 2.190
C 2.674 -1.970 2.252
N 2.207 -2.391 0.902
C 3.250 -3.026 0.058
C 3.282 -2.442 -1.353
N 3.223 -0.958 -1.331
H 5.029 0.134 -1.591
H 5.093 -1.117 -0.380
H 5.152 0.953 0.754
H 3.817 1.634 -0.175
H 2.924 1.091 1.824
H 4.629 -1.140 1.865
H 3.759 -0.425 3.204
H 3.155 -2.794 2.781
H 1.803 -1.682 2.820
H 1.451 -3.047 1.054
H 4.218 -2.885 0.536
H 3.098 -4.101 -0.009
H 4.183 -2.800 -1.853
H 2.425 -2.803 -1.926
H 3.107 -0.650 -2.291
C -0.201 4.459 4.400
C -0.167 3.159 3.623
C -0.100 1.931 4.260
C -0.083 0.746 3.537
C 0.050 -0.560 4.282
O 0.934 -0.664 5.109
C -0.839 -1.724 3.964
C -1.993 -1.576 3.201
C -2.779 -2.684 2.909
C -2.411 -3.941 3.377
C -1.259 -4.089 4.148
C -0.477 -2.980 4.441
C -0.096 0.773 2.154
O 0.017 -0.409 1.479
C -0.180 1.998 1.473
C -0.215 3.163 2.232
C -0.271 2.061 -0.078
N 0.938 1.647 -0.715
C 0.763 1.516 -2.167
C 1.967 2.055 -2.969
Te 2.591 0.762 -4.574
C 0.694 -0.076 -4.876
C 0.524 -1.455 -4.752
C -0.741 -2.016 -4.926
C -1.830 -1.201 -5.210
C -1.656 0.175 -5.335
C -0.394 0.741 -5.179
C -0.795 3.411 -0.556
C 0.105 4.365 -1.020
C -0.337 5.630 -1.399
C -1.685 5.949 -1.313
C -2.585 5.004 -0.836
C -2.143 3.742 -0.454
H -0.206 4.277 5.476
H -1.093 5.043 4.155
H 0.667 5.081 4.170
H -0.067 1.878 5.347
H -2.287 -0.591 2.840
H -3.681 -2.564 2.316
H -3.027 -4.806 3.152
H -0.980 -5.065 4.529
H 0.417 -3.068 5.052
H -0.298 4.118 1.723
H -0.135 2.037 -2.469
H 0.572 0.455 -2.450
H 2.847 2.154 -2.329
H 1.747 3.038 -3.381
H 1.371 -2.094 -4.522
H -0.871 -3.091 -4.838
H -2.813 -1.638 -5.345
H -2.502 0.812 -5.566
H -0.266 1.814 -5.291
H 1.161 4.117 -1.061
H 0.377 6.366 -1.756
H -2.034 6.932 -1.613
H -3.636 5.251 -0.748
H -2.850 3.021 -0.057
O -2.897 1.018 1.016
C -2.347 0.473 0.098
O -1.273 0.935 -0.576
C -2.818 -0.841 -0.468
C -4.185 -1.080 -0.481
C -4.687 -2.270 -0.993
C -3.794 -3.207 -1.468
C -2.433 -3.008 -1.459
C -1.953 -1.815 -0.962
N -4.307 -4.506 -2.013
O -3.480 -5.311 -2.410
O -5.511 -4.677 -2.020
H -4.854 -0.323 -0.084
H -5.749 -2.476 -1.026
H -1.780 -3.783 -1.835
H -0.891 -1.689 -0.948
*
```

Entry 2:
The following is a quantum chemistry calculation of a molecular structure, C42H44AsBF4N4O3S3Ti, from the Open Molecules 2025 dataset.

## Properties
Frontier orbital gap (spin up / spin down) ... 5.6 / 7.2 eV
Highest occupied orbital energy (spin up / spin down) ... -9.00 / -10.57 eV
Largest force on an atom ... 0.0630 Eh/bohr
Lowest unoccupied orbital energy (spin up / spin down) ... -3.404 / -3.402 eV

The geometry in ORCA input format:
```
! RIJCOSX wB97M-V def2-TZVPD def2/J DEFGRID3
* xyz 1 2
Ti -0.611 -0.783 -0.016
S -0.811 1.724 0.378
C -0.744 1.931 2.087
N -1.047 3.130 2.640
C -0.653 3.363 4.019
C -1.020 2.151 4.849
N -0.426 0.962 4.270
C 0.071 -0.043 5.206
C 1.407 0.328 5.822
C 1.538 0.375 7.205
C 2.753 0.705 7.792
C 3.849 0.998 6.998
C 3.725 0.963 5.616
C 2.514 0.629 5.030
C -0.320 0.862 2.924
S 0.365 -0.536 2.199
C -1.414 4.315 1.866
C -0.270 5.304 1.785
C 0.827 5.023 0.975
C 1.903 5.896 0.927
C 1.891 7.058 1.685
C 0.800 7.346 2.490
C -0.277 6.471 2.538
H -1.186 4.239 4.384
H 0.422 3.560 4.085
H -2.110 2.050 4.888
H -0.642 2.271 5.863
H 0.131 -0.996 4.683
H -0.671 -0.141 6.000
H 0.684 0.141 7.831
H 2.837 0.735 8.870
H 4.797 1.251 7.454
H 4.579 1.194 4.991
H 2.436 0.592 3.953
H -2.274 4.778 2.355
H -1.707 3.990 0.871
H 0.826 4.114 0.384
H 2.752 5.671 0.293
H 2.732 7.739 1.648
H 0.787 8.252 3.081
H -1.130 6.705 3.166
C 2.803 2.485 -2.227
C 1.740 1.448 -2.055
N 0.556 1.545 -2.519
O 0.378 2.742 -3.157
C 2.042 0.215 -1.297
C 3.432 -0.262 -1.061
N 1.044 -0.412 -0.796
O 1.102 -1.554 -0.122
H 2.347 3.462 -2.369
H 3.411 2.266 -3.107
H 3.461 2.508 -1.360
H -0.550 2.736 -3.407
H 4.034 -0.197 -1.966
H 3.399 -1.293 -0.714
H 3.899 0.351 -0.286
C -4.363 0.849 -0.813
S -2.910 0.707 -1.865
C -3.707 -0.141 -3.246
O -2.087 -0.414 -1.250
H -4.831 -0.129 -0.715
H -5.039 1.572 -1.271
H -4.039 1.204 0.163
H -4.337 0.570 -3.779
H -4.292 -0.972 -2.856
H -2.924 -0.516 -3.904
C 3.860 -4.443 -2.926
C 3.359 -3.641 -3.939
C 2.113 -3.043 -3.805
C 1.359 -3.255 -2.657
C 1.877 -4.043 -1.632
C 3.121 -4.637 -1.766
As -0.416 -2.464 -2.390
C -1.000 -2.315 -4.243
C -0.707 -1.288 -5.130
C -1.235 -1.316 -6.414
C -2.064 -2.362 -6.797
C -2.371 -3.381 -5.908
C -1.845 -3.366 -4.620
C -2.091 -4.371 -3.570
C -2.897 -5.497 -3.692
C -3.051 -6.359 -2.618
C -2.395 -6.113 -1.420
C -1.588 -4.991 -1.287
C -1.440 -4.122 -2.355
H 4.825 -4.920 -3.039
H 3.934 -3.491 -4.844
H 1.726 -2.420 -4.603
H 1.308 -4.187 -0.721
H 3.511 -5.254 -0.967
H -0.068 -0.469 -4.815
H -1.000 -0.524 -7.113
H -2.477 -2.382 -7.797
H -3.018 -4.191 -6.218
H -3.404 -5.704 -4.626
H -3.694 -7.224 -2.711
H -2.520 -6.786 -0.582
H -1.086 -4.799 -0.347
F -3.755 -2.462 1.111
B -2.569 -1.983 1.556
F -2.477 -0.560 1.280
F -2.233 -2.239 2.841
F -1.473 -2.485 0.654
*
```

> Which of these has the highest largest force on an atom?

C42H44AsBF4N4O3S3Ti